[1]
Below is a structure of composition C11H19AlAsClN2O6S3, with properties calculated with the ωB97M-V functional and the def2-TZVPD basis.

Element x y z (Å)
Al -0.09 0.07 -1.75
C 2.00 3.03 -0.73
As 0.23 3.15 0.01
C -0.75 4.56 -0.83
C 0.47 3.69 1.84
S -0.88 1.33 0.09
H 2.59 3.84 -0.32
H 1.91 3.11 -1.81
H 2.42 2.06 -0.46
H -0.16 5.47 -0.78
H -1.69 4.68 -0.30
H -0.92 4.27 -1.87
H 0.95 4.67 1.86
H 1.10 2.96 2.35
H -0.50 3.73 2.33
C -2.17 -2.96 1.87
C -0.72 -2.65 1.97
C 0.09 -2.93 3.04
C 1.45 -2.58 2.94
N 1.96 -1.97 1.88
C 1.15 -1.69 0.84
S 1.78 -0.92 -0.54
N -0.16 -2.05 0.90
C 2.40 -2.87 4.05
H -2.55 -3.33 2.82
H -2.34 -3.71 1.10
H -2.73 -2.08 1.57
H -0.31 -3.41 3.92
H -0.74 -1.85 0.07
H 1.91 -3.36 4.89
H 2.86 -1.95 4.39
H 3.20 -3.51 3.68
O 0.38 1.27 -5.06
S 0.16 1.59 -3.69
O -1.08 0.89 -3.10
O 1.19 0.88 -2.75
O 0.15 3.00 -3.34
Cl -0.10 -2.12 -4.08
C -1.82 -2.08 -3.65
C -2.02 -2.07 -2.14
O -2.87 -2.74 -1.61
O -1.18 -1.32 -1.46
H -2.32 -2.94 -4.08
H -2.24 -1.16 -4.05

- Frontier orbital gap: 8.518 eV
- E_LUMO: -0.3682 eV

[2]
Below is the ion C2H2N2O3 with charge -2, with properties calculated with the ωB97M-V functional and the def2-TZVPD basis.

Element x y z (Å)
O 1.14 -3.13 0.19
N 1.24 -2.01 -0.50
C 1.90 -0.88 -0.16
C 1.69 0.40 -0.75
N 1.85 1.47 0.06
O 2.56 2.51 -0.31
O 1.26 1.46 1.37
H 2.69 -0.81 0.55
H 1.88 0.68 -1.78

- Net charge: -2
- Frontier orbital gap (spin up / spin down): 5.626 / 5.628 eV
- SMILES: O=N/C=C/N([O-])[O-]
- E_LUMO (spin up / spin down): 7.3633 / 7.3631 eV

[3]
Below is an isolated molecule of C20H23N3O3, with properties calculated with the ωB97M-V functional and the def2-TZVPD basis.

Element x y z (Å)
C 7.29 1.15 -1.04
C 6.33 1.45 0.09
O 6.66 2.09 1.07
N 5.07 0.99 -0.07
C 4.62 0.16 -1.17
C 3.10 0.08 -1.19
N 2.62 -0.52 0.03
C 1.31 -0.98 0.12
C 0.91 -1.74 1.22
C -0.38 -2.22 1.32
C -1.32 -1.99 0.32
N -2.58 -2.57 0.43
C -3.71 -2.18 -0.37
C -4.33 -0.83 -0.04
C -3.72 0.07 0.82
C -4.30 1.31 1.12
C -5.50 1.60 0.52
C -6.12 0.70 -0.34
C -5.56 -0.52 -0.64
O -7.30 1.23 -0.79
C -7.41 2.50 -0.18
O -6.28 2.72 0.64
C -0.92 -1.24 -0.79
C 0.37 -0.74 -0.88
C 3.35 -0.15 1.23
C 4.11 1.15 1.01
H 7.35 0.08 -1.22
H 8.27 1.52 -0.76
H 6.97 1.64 -1.96
H 5.03 -0.86 -1.08
H 4.97 0.58 -2.12
H 2.69 1.09 -1.35
H 2.80 -0.55 -2.03
H 1.61 -1.96 2.01
H -0.66 -2.80 2.19
H -2.82 -2.83 1.38
H -4.47 -2.95 -0.25
H -3.41 -2.18 -1.42
H -2.78 -0.17 1.27
H -3.82 2.01 1.78
H -6.05 -1.21 -1.30
H -7.46 3.28 -0.95
H -8.32 2.54 0.44
H -1.62 -1.02 -1.58
H 0.62 -0.15 -1.75
H 2.65 -0.01 2.06
H 4.06 -0.94 1.51
H 4.67 1.43 1.91
H 3.41 1.96 0.78

- Frontier orbital gap: 7.649 eV
- SMILES: CC(=O)N1CCN(c2ccc(NCc3ccc4c(c3)OCO4)cc2)CC1
- E_LUMO: 0.6649 eV

[4]
Below is a structure of composition C11H19AlFO4, with properties calculated with the ωB97M-V functional and the def2-TZVPD basis.

Element x y z (Å)
C 6.12 -1.00 1.06
C 5.00 -1.02 0.03
C 3.46 -0.55 0.48
O 2.52 -1.49 0.36
O 3.30 0.81 1.01
C 1.89 1.25 1.02
C 1.40 1.94 -0.42
C -0.07 1.33 -0.93
C 0.28 0.08 -1.92
C -0.71 -1.22 -1.77
C -2.23 -0.87 -1.24
Al -2.41 -1.19 0.82
O -2.62 0.48 1.74
C -4.03 0.94 1.55
C -4.88 -0.32 0.94
F -6.32 -0.42 1.39
O -4.24 -1.64 1.18
H 6.50 -1.99 1.60
H 6.64 0.04 1.31
H 5.19 -1.39 -1.07
H 1.13 0.45 1.40
H 1.84 2.15 1.81
H 1.19 3.09 -0.23
H 2.21 1.88 -1.26
H -0.66 1.04 0.05
H -0.72 2.13 -1.50
H 1.38 -0.26 -1.65
H 0.36 0.48 -3.04
H -0.24 -2.10 -1.10
H -0.81 -1.70 -2.86
H -2.95 -1.64 -1.75
H -2.60 0.21 -1.54
H -1.32 -2.19 1.45
H -4.54 1.21 2.57
H -4.05 1.82 0.77
H -4.98 -0.33 -0.24

- Net charge: -1
- Frontier orbital gap: 5.769 eV
- E_LUMO: 0.7671 eV

[5]
Below is a cluster of 2 separate species, C3H9N2O2 in total, with properties calculated with the ωB97M-V functional and the def2-TZVPD basis.

Element x y z (Å)
C -1.96 1.18 0.88
C -1.21 0.25 1.29
C 0.51 -1.33 0.32
N 1.43 0.97 -1.19
N -0.58 -0.56 0.28
O 0.41 -2.26 -0.63
O 1.89 -0.22 -0.66
H -2.52 1.74 1.61
H -2.05 1.47 -0.11
H -1.12 -0.03 2.38
H 1.13 -1.54 1.14
H 0.72 1.37 -0.56
H 2.19 1.65 -1.28
H 1.01 0.74 -2.19
H -1.03 -0.72 -0.55
H 1.18 -2.70 -0.73

- Net charge: +1
- Frontier orbital gap: 10.399 eV
- E_LUMO: -3.3934 eV

[6]
Below is a structure of composition C27H35BaN4O6Sb, with properties calculated with the ωB97M-V functional and the def2-TZVPD basis.

Element x y z (Å)
O 0.52 -1.21 -3.11
H -0.38 -1.48 -3.44
Ba 1.02 0.16 -0.80
N 2.17 -2.21 -0.13
N -0.20 -2.27 0.47
N 0.67 2.90 -0.37
N -0.80 1.36 1.01
O 3.09 -1.71 -0.87
O 1.52 3.54 -1.11
O -1.87 0.58 1.50
O -1.45 -2.12 0.78
C 0.21 -3.44 -0.12
C 1.57 -3.36 -0.58
C 0.06 3.52 0.66
C -0.85 2.65 1.38
C 2.14 -4.11 -1.72
H 1.92 -3.56 -2.67
H 1.67 -5.10 -1.79
H 3.24 -4.25 -1.62
C -0.70 -4.55 -0.49
H -1.52 -4.17 -1.12
H -1.12 -5.03 0.40
H -0.16 -5.34 -1.04
C 0.32 4.91 1.08
C -1.75 3.20 2.43
H 0.96 5.44 0.39
H 0.83 4.91 2.06
H -0.61 5.48 1.14
H -2.56 2.48 2.63
H -2.17 4.16 2.12
H -1.21 3.39 3.36
H 1.67 2.51 -2.46
H -1.69 -0.34 1.15
C -1.98 0.18 -2.41
H -2.18 0.12 -3.50
H -1.98 1.21 -1.99
H -2.53 -0.53 -1.76
O 1.69 1.62 -2.94
H 0.90 -0.58 -3.77
H 1.58 1.80 -3.89
C 0.54 3.73 6.13
C 1.37 3.77 4.99
C 1.51 2.63 4.19
C 0.84 1.44 4.53
C 0.07 1.39 5.69
C -0.10 2.55 6.48
Sb 0.99 -0.28 3.20
C 2.98 -0.93 3.75
C 3.92 -1.17 2.75
C 5.28 -1.30 3.08
C 5.68 -1.31 4.42
C 4.72 -1.16 5.43
C 3.37 -0.96 5.10
C -0.46 -1.59 4.15
C -0.12 -2.92 4.41
C -1.11 -3.81 4.86
C -2.43 -3.38 5.06
C -2.76 -2.05 4.80
C -1.78 -1.15 4.35
H 0.42 4.63 6.74
H 1.90 4.69 4.73
H 2.15 2.68 3.31
H -0.42 0.46 5.99
H -0.74 2.50 7.37
H 3.61 -1.26 1.70
H 6.03 -1.39 2.29
H 6.74 -1.45 4.69
H 5.02 -1.18 6.48
H 2.63 -0.81 5.89
H 0.90 -3.26 4.27
H -0.85 -4.85 5.03
H -3.19 -4.08 5.40
H -3.78 -1.70 4.95
H -2.06 -0.11 4.16

- Frontier orbital gap (spin up / spin down): 5.797 / 5.885 eV
- E_LUMO (spin up / spin down): -1.2282 / -1.1399 eV

What did we get for largest force on an atom? Answer: 0.006; 0.083; 0.025; 0.167; 0.103; 0.064 hartree/bohr, in the order shown.
What did we get for ΔE to the lowest compared entry with this formula, charge and spin? Answer: 2.3; 113.5; 55.6; 171.8; 118.4; 0.0 kcal/mol, in the order shown.
What did we get for total energy? Answer: -139451.7406; -11221.0464; -31725.7415; -29213.6310; -10321.7194; -54035.6585 eV, in the order shown.